[1]
Formula: C34H40As2I2N5OY
Source: the Open Molecules 2025 dataset
Level of theory: wB97M-V/def2-TZVPD

CARTESIAN COORDINATES (ANGSTROEM)
Y 0.19 0.07 0.39
N -2.48 -1.16 4.74
C -2.29 -0.26 3.54
C -1.98 1.16 3.99
C -1.80 2.10 2.79
N -0.51 1.84 2.11
C -2.98 1.97 1.81
C -3.35 0.55 1.42
N -2.40 -0.08 0.48
C -3.53 -0.32 2.67
H -1.74 -1.01 5.43
H -2.42 -2.14 4.48
H -3.36 -0.97 5.20
H -1.45 -0.70 3.02
H -1.09 1.17 4.63
H -2.80 1.55 4.61
H -1.78 3.12 3.18
H 0.23 1.74 2.82
H -0.28 2.70 1.59
H -2.80 2.61 0.95
H -3.86 2.39 2.29
H -4.32 0.60 0.92
H -2.63 0.19 -0.49
H -2.50 -1.10 0.49
H -3.76 -1.36 2.42
H -4.40 0.06 3.25
C 3.39 -0.63 -1.69
As 2.63 1.08 -1.16
C 4.24 2.14 -0.90
C 1.95 1.83 -2.79
C 2.78 1.78 -3.91
C 2.39 2.36 -5.10
C 1.16 3.00 -5.17
C 0.32 3.02 -4.07
C 0.70 2.42 -2.87
As -0.58 2.46 -1.41
C -2.26 2.14 -2.31
C -0.69 4.38 -1.10
H 4.24 -0.51 -2.36
H 2.60 -1.22 -2.16
H 3.72 -1.13 -0.79
H 4.81 2.16 -1.83
H 4.84 1.69 -0.11
H 3.96 3.15 -0.61
H 3.75 1.29 -3.84
H 3.02 2.30 -5.99
H 0.86 3.48 -6.09
H -0.63 3.53 -4.17
H -2.42 2.80 -3.16
H -3.09 2.25 -1.61
H -2.23 1.12 -2.69
H -0.83 4.93 -2.03
H 0.26 4.69 -0.67
H -1.49 4.58 -0.40
I -0.91 -4.04 3.43
C 0.77 -2.81 3.63
C 1.75 -3.12 4.61
C 2.82 -2.30 4.76
I 4.22 -2.71 6.27
C 2.97 -1.13 3.95
C 4.01 -0.18 4.06
C 4.01 0.92 3.26
C 3.03 1.04 2.28
N 2.09 0.16 2.10
C 2.02 -0.90 2.97
C 0.90 -1.75 2.78
O 0.04 -1.47 1.82
H 1.63 -4.00 5.22
H 4.78 -0.32 4.80
H 4.78 1.68 3.35
H 3.05 1.91 1.62
N -2.64 -6.79 -6.77
C -2.26 -5.99 -6.04
C -1.81 -4.98 -5.11
C -2.74 -4.28 -4.37
C -2.31 -3.36 -3.44
C -0.94 -3.14 -3.25
C -0.02 -3.86 -4.02
C -0.45 -4.79 -4.94
C -0.49 -2.11 -2.34
C -0.10 -1.21 -1.60
H -3.79 -4.47 -4.55
H -3.03 -2.80 -2.85
H 1.04 -3.69 -3.88
H 0.27 -5.35 -5.52

Results
- DFT total energy (eV) = -184315.8920
- Kohn-Sham gap (eV) = 7.03
- largest force on an atom (hartree/bohr) = 0.021
- total charge = +2


[2]
Formula: C34H40BrClCoN9OS2
Source: the Open Molecules 2025 dataset
Level of theory: wB97M-V/def2-TZVPD

CARTESIAN COORDINATES (ANGSTROEM)
Co 1.63 1.19 -2.39
C 5.94 2.62 -4.81
C 5.64 1.51 -3.87
N 6.48 0.56 -3.50
N 5.81 -0.16 -2.57
C 4.56 0.22 -2.38
S 3.31 -0.31 -1.43
N 4.43 1.35 -3.14
N 3.08 1.85 -3.53
H 5.05 2.76 -5.46
H 6.70 2.28 -5.51
H 6.13 3.60 -4.38
H 6.31 -0.90 -2.07
H 2.91 1.72 -4.53
H 3.11 2.90 -3.44
S 0.25 4.64 -0.21
C 1.37 3.72 0.79
C 1.83 2.65 0.18
C 1.32 2.43 -1.18
C 0.49 3.49 -1.51
C -0.02 3.53 -2.87
C -0.62 4.53 -3.58
C -0.92 4.36 -4.93
C -0.76 3.11 -5.56
C -0.20 2.11 -4.73
N 0.20 2.29 -3.48
H 1.66 4.02 1.76
H 2.40 1.80 0.65
H -0.77 5.47 -3.08
H -1.28 5.12 -5.58
H -1.04 2.96 -6.62
H 0.01 1.14 -5.13
C 6.62 -1.70 3.77
C 5.19 -1.31 4.12
C 4.45 -2.17 4.97
C 3.14 -1.89 5.22
C 2.60 -0.66 4.77
Br 0.83 -0.17 5.25
N 3.25 0.14 3.94
C 4.56 -0.18 3.65
H 7.36 -1.42 4.52
H 6.91 -1.23 2.85
H 6.65 -2.79 3.65
H 4.83 -3.09 5.30
H 2.51 -2.50 5.83
H 5.08 0.56 3.04
C -5.79 0.39 1.35
C -5.23 -0.12 0.02
C -5.52 0.77 -1.19
C -5.99 -1.44 -0.28
C -3.66 -0.21 0.23
O -3.01 1.09 0.27
C -3.12 -0.94 1.51
C -3.36 -2.44 1.59
C -2.65 -3.06 2.74
C -1.36 -3.59 2.56
C -0.63 -4.26 3.60
C -1.22 -4.35 4.88
Cl -0.43 -5.23 6.16
C -2.43 -3.77 5.12
C -3.25 -3.30 4.03
C -3.14 -0.93 -1.02
N -1.64 -1.01 -1.24
C -0.60 -0.20 -0.92
N 0.29 -0.28 -1.88
C -0.22 -1.18 -2.81
N -1.39 -1.60 -2.45
H -6.79 0.76 1.19
H -5.16 1.16 1.80
H -5.87 -0.41 2.06
H -6.56 1.16 -1.23
H -5.34 0.25 -2.13
H -4.80 1.66 -1.20
H -7.03 -1.28 -0.52
H -5.96 -2.12 0.64
H -5.55 -2.02 -1.06
H -3.56 1.80 0.53
H -3.44 -0.45 2.44
H -2.04 -0.82 1.38
H -3.10 -2.97 0.68
H -4.46 -2.64 1.81
H -0.87 -3.51 1.61
H 0.36 -4.67 3.30
H -2.85 -3.90 6.14
H -4.27 -2.95 4.27
H -3.53 -0.50 -1.92
H -3.42 -2.04 -1.05
H -0.63 0.48 -0.06
H 0.28 -1.48 -3.76

Results
- DFT total energy (eV) = -193219.5694
- Kohn-Sham gap (alpha / beta) (eV) = 7.56 / 7.74
- largest force on an atom (hartree/bohr) = 0.114
- multiplicity = 4
- total charge = +1


Energy above the lowest of the compared OMol25 structures with the same formula, charge and spin for the records above, in order: 0.0; 45.0 kcal per mole